ORCA calculation (ωB97M-V/def2-TZVPD) on 8 unconnected molecules or ions with the total composition C9H34O8 in a non-equilibrium geometry.

## Properties
Calculated total energy   -964.997307 Eh
Orbital gap   10.5 eV
ΔE to the lowest compared entry with this formula, charge and spin   576.8 kJ/mol

```
! wB97M-V def2-TZVPD RIJCOSX def2/J DEFGRID3
* xyz 0 1
C 2.207 4.523 -2.978
C 3.363 3.716 -3.475
O 3.871 4.364 -4.613
H 2.259 5.346 -2.265
H 1.617 3.829 -2.379
H 1.512 4.792 -3.773
H 3.061 2.727 -3.822
H 4.065 3.714 -2.641
H 4.418 3.823 -5.187
C -0.405 -1.876 1.318
C 0.421 -0.785 1.851
O 1.037 -0.033 0.746
H -1.149 -2.137 2.071
H 0.202 -2.738 1.042
H -0.921 -1.495 0.437
H 1.428 -0.945 2.236
H -0.063 0.013 2.413
H 1.983 0.044 0.886
C 6.234 -3.842 -2.005
O 5.597 -2.560 -1.802
H 6.682 -4.281 -1.113
H 5.430 -4.552 -2.198
H 7.064 -3.925 -2.707
H 6.244 -2.040 -1.321
C -5.216 0.769 5.633
O -6.286 0.420 6.527
H -5.385 1.701 5.094
H -4.243 0.803 6.123
H -4.894 0.071 4.860
H -5.941 0.216 7.399
C -7.051 -0.493 -3.333
O -6.414 -1.512 -2.708
H -6.348 0.285 -3.634
H -7.612 -0.840 -4.200
H -7.769 0.037 -2.707
H -5.572 -1.623 -3.155
C -0.690 -2.818 7.969
O -0.346 -4.150 8.388
H -0.702 -2.739 6.882
H -1.739 -2.635 8.204
H -0.162 -2.030 8.508
H -1.166 -4.625 8.546
C -2.028 1.580 -6.628
O -2.106 0.390 -5.787
H -2.805 1.684 -7.386
H -1.966 2.522 -6.083
H -1.149 1.523 -7.271
H -1.534 0.437 -5.017
O 7.708 1.457 0.808
H 7.163 1.568 1.587
H 8.095 2.320 0.660
*
```